1.
8
Properties=species:S:1:pos:R:3:forces:R:3 method="wB97M-V/def2-TZVPD" spin_multiplicity=1 relative_energy_kcal_mol=134.2 homo_energy_ev="-8.21 / -8.22" fmax_ev_per_a=4.1 gap_ev="6.860 / 6.868" molar_mass_g_mol=106.11
C 0.3328 -1.0902 -0.3263 -3.80 -0.27 0.38
N -1.7967 0.4090 -0.5762 -1.65 1.84 0.58
N -1.4614 -0.6582 -0.9535 1.09 -1.83 0.04
O 0.4921 -1.9829 0.4141 0.16 -0.85 0.31
O 0.9791 -0.1463 -0.7796 3.13 2.53 -0.84
S 2.7464 0.1831 -0.2197 -0.90 -1.96 0.75
H -2.8879 0.6779 -0.7726 2.52 -1.12 0.02
H 2.9521 -1.0066 0.5812 -0.56 1.65 -1.23

=====

2.
8
Properties=species:S:1:pos:R:3:forces:R:3 method="wB97M-V/def2-TZVPD" spin_multiplicity=1 relative_energy_kcal_mol=88.1 homo_energy_ev=-11.57 fmax_ev_per_a=5.3 gap_ev=10.946 molar_mass_g_mol=90.04
C 0.7277 1.0107 0.6844 0.43 -1.54 -1.26
N 0.9211 -0.2314 0.9128 -0.94 5.01 1.25
N 1.1415 -1.5321 0.3504 -0.13 1.97 -2.28
O 1.1650 -2.4550 1.0653 -0.10 -0.73 1.90
O 1.2810 -1.5293 -0.8395 0.11 0.07 -0.77
O 0.5584 2.1922 0.4990 0.63 -4.78 1.16
H -2.5908 1.0224 -1.2506 -1.54 1.25 -0.43
H -3.2039 1.5225 -1.4219 1.54 -1.25 0.44

=====

3.
8
Properties=species:S:1:pos:R:3:forces:R:3 method="wB97M-V/def2-TZVPD" spin_multiplicity=1 relative_energy_kcal_mol=94.1 homo_energy_ev="-9.46 / -9.75" fmax_ev_per_a=3.1 gap_ev="8.220 / 8.268" molar_mass_g_mol=90.04
C -0.0572 0.1756 -0.1203 -0.29 0.79 -0.28
N 1.2948 -0.0219 -0.0174 -1.45 0.26 1.14
N -0.9227 1.2855 0.0315 2.57 0.25 -0.53
O -0.4918 -1.0798 -0.0666 -0.87 -0.43 -0.11
O 2.3784 0.4456 -0.2877 1.45 2.57 -1.10
O -2.1213 1.0442 -0.0450 -0.07 -1.09 0.05
H 1.3514 -0.8530 0.5019 0.36 -2.10 0.65
H -1.4315 -0.9962 0.0037 -1.70 -0.24 0.18

=====

4.
8
Properties=species:S:1:pos:R:3:forces:R:3 method="wB97M-V/def2-TZVPD" spin_multiplicity=1 relative_energy_kcal_mol=94.9 homo_energy_ev=-10.22 smiles="O=NC[N+](=O)[O-]" fmax_ev_per_a=4.1 gap_ev=9.169 molar_mass_g_mol=90.04
O -2.0747 -1.2575 0.2109 1.37 1.09 -0.28
N -1.0317 -1.0255 -0.3393 -0.42 -0.53 -0.04
C -0.3304 0.2657 0.0142 -1.82 -0.17 -0.03
N 1.1050 0.1278 -0.0953 0.59 -1.24 -1.06
O 1.6034 0.5284 0.8931 2.45 1.35 3.05
O 1.7217 -0.3210 -1.0260 -0.72 -0.32 -1.07
H -0.4192 0.6392 1.0316 -0.83 -0.32 -0.06
H -0.5740 1.0430 -0.6892 -0.61 0.13 -0.51

=====

5.
10
Properties=species:S:1:pos:R:3:forces:R:3 method="wB97M-V/def2-TZVPD" spin_multiplicity=1 relative_energy_kcal_mol=65.9 homo_energy_ev=1.35 charge=-2 fmax_ev_per_a=3.6 gap_ev=4.837 molar_mass_g_mol=151.99
C -0.1507 -1.5660 -0.1419 -0.52 -3.48 0.55
N -0.4214 -2.6994 -0.0143 0.52 1.95 -0.17
N -3.3101 0.6032 0.9245 -0.21 -0.26 -0.40
O 3.1648 -0.6600 0.3486 -0.32 -0.01 0.12
O 1.4045 -0.0182 -1.6574 1.49 0.40 1.09
O 2.7101 1.8336 -0.1374 0.15 1.25 0.03
P 0.1307 0.1013 -0.5880 0.48 1.88 0.36
P 2.2654 0.4412 -0.0784 -1.74 -2.04 -2.02
H -3.0383 0.6599 -0.0776 0.03 0.23 0.78
H -2.7551 1.3046 1.4218 0.12 0.08 -0.33

=====

6.
9
Properties=species:S:1:pos:R:3:forces:R:3 method="wB97M-V/def2-TZVPD" spin_multiplicity=1 relative_energy_kcal_mol=33.3 homo_energy_ev=0.31 charge=-2 smiles="N=[S@H]([O-])=NC(=O)[O-]" fmax_ev_per_a=3.5 gap_ev=6.245 molar_mass_g_mol=122.11
N -1.3479 -0.3717 -1.4660 0.02 0.19 1.94
S -0.8096 -0.1929 0.0816 1.63 -2.61 -0.46
O -1.9072 -0.3741 1.0961 0.77 0.71 -0.86
N 0.2035 0.9847 0.2770 -3.49 -0.12 -0.31
C 1.5772 0.8132 0.3425 0.79 0.15 -0.42
O 2.0777 -0.3141 0.2106 0.57 -2.12 -0.02
O 2.2543 1.8473 0.4848 0.39 1.45 0.41
H -2.1661 -1.0236 -1.4028 0.82 0.66 0.29
H 0.1181 -1.3687 0.3762 -1.49 1.70 -0.56

=====

7.
10
Properties=species:S:1:pos:R:3:forces:R:3 method="wB97M-V/def2-TZVPD" spin_multiplicity=1 relative_energy_kcal_mol=11.9 homo_energy_ev=-16.72 charge=+1 fmax_ev_per_a=5.8 gap_ev=9.208 molar_mass_g_mol=137.01
C 1.2154 0.0005 -1.3353 -0.81 -4.85 -3.12
N -0.8994 -0.7347 1.9682 -0.24 1.58 -2.86
N 0.9405 -0.9890 -1.9115 2.54 3.52 2.25
O -0.5525 2.2700 0.6994 0.00 1.69 0.51
O 1.3046 0.9302 -0.5607 -0.17 0.96 0.86
O 0.0043 0.0026 1.5495 -0.87 -2.11 2.58
O -1.1471 0.1190 -0.8130 -0.23 0.32 -0.08
P -0.3985 1.0432 0.0072 -1.07 -0.67 0.36
H -0.8167 -1.1502 2.9045 1.53 0.38 0.63
H 0.3495 -1.4915 -2.5084 -0.67 -0.82 -1.12

=====

8.
14
Properties=species:S:1:pos:R:3:forces:R:3 method="wB97M-V/def2-TZVPD" spin_multiplicity=1 relative_energy_kcal_mol=0.0 homo_energy_ev=-9.72 fmax_ev_per_a=2.4 gap_ev=9.459 molar_mass_g_mol=250.30
C -0.1730 1.0585 0.2422 -1.86 1.06 0.46
N 1.0430 0.8002 -0.3629 1.81 -0.10 0.72
N -1.3698 0.5753 -0.3478 -0.86 -0.74 -0.42
O -0.3308 1.7794 1.1801 1.32 0.58 0.40
O 1.4127 -2.7520 -0.2076 -0.69 -0.71 -0.15
O 0.1192 -1.2638 1.2343 -1.10 0.30 0.22
O 1.2639 -0.5216 -0.8054 -0.14 1.01 -0.84
O -0.6911 -1.8593 -1.1363 0.10 -0.07 1.50
S -1.4026 -0.3954 -1.6952 0.32 0.35 0.27
S 2.3985 1.1142 0.7805 -1.40 0.78 0.59
S -2.7506 0.6017 0.7584 -0.47 1.27 -0.80
S 0.5008 -1.6837 -0.0563 1.28 -1.67 -1.25
H 3.2835 0.6440 -0.0523 0.61 -0.29 -0.88
H -3.3037 1.9026 0.4685 1.07 -1.76 0.19

=====

9.
8
Properties=species:S:1:pos:R:3:forces:R:3 method="wB97M-V/def2-TZVPD" spin_multiplicity=1 relative_energy_kcal_mol=128.5 homo_energy_ev="-8.81 / -8.81" fmax_ev_per_a=4.7 gap_ev="7.871 / 7.872" molar_mass_g_mol=122.17
C -0.2658 0.5301 1.3762 1.24 0.43 -1.96
N -1.6153 0.5382 -0.5050 -0.62 -0.01 2.30
N 0.8864 0.4237 -0.7998 0.25 -0.87 -0.57
O 0.2005 -1.9128 0.3202 -0.38 -2.73 -0.81
S -0.5931 0.6107 -1.5306 1.41 0.18 -0.13
S 0.8790 -0.7193 0.6819 -1.59 4.40 0.36
H -1.0883 0.2258 1.9857 -0.55 -1.11 0.31
H 1.5966 0.3036 -1.5287 0.23 -0.29 0.50

=====

10.
8
Properties=species:S:1:pos:R:3:forces:R:3 method="wB97M-V/def2-TZVPD" spin_multiplicity=3 relative_energy_kcal_mol=38.5 s2=2.013 homo_energy_ev="-8.00 / -8.81" fmax_ev_per_a=4.5 gap_ev="8.112 / 6.878" molar_mass_g_mol=122.17
C 0.1642 -0.0284 0.0868 0.96 3.96 1.85
N 1.1726 0.7765 -0.0313 -0.46 0.16 -0.62
N 2.1783 0.5047 -0.8020 0.02 -2.03 -0.12
O 4.3381 3.0103 -3.2770 -0.40 0.08 0.19
S 3.4173 1.1350 -1.5087 0.47 0.00 0.36
S 3.0783 3.0013 -2.4594 0.13 0.59 -0.50
H -0.0881 -0.9351 -0.3095 0.01 -2.23 -1.57
H -0.5045 0.4692 0.7610 -0.73 -0.53 0.41

=====

11.
8
Properties=species:S:1:pos:R:3:forces:R:3 method="wB97M-V/def2-TZVPD" spin_multiplicity=3 relative_energy_kcal_mol=64.1 s2=2.013 homo_energy_ev="-7.02 / -9.79" fmax_ev_per_a=4.7 gap_ev="7.102 / 6.244" molar_mass_g_mol=122.17
C -0.5510 0.4723 -0.7400 4.09 -1.10 1.99
N -1.5976 0.8335 -0.3667 -3.15 0.76 -1.02
N 0.7513 -1.5243 0.6298 -0.87 -2.81 -0.31
O 1.9415 0.6104 0.6035 -0.31 0.63 0.64
S -3.0007 0.9678 0.2947 -1.03 0.35 0.65
S 0.7314 -0.0919 1.0945 1.22 1.94 -1.41
H 0.2768 0.4519 -1.4285 -0.14 0.21 -0.73
H 1.4484 -1.7197 -0.0872 0.18 0.01 0.19

=====

12.
7
Properties=species:S:1:pos:R:3:forces:R:3 method="wB97M-V/def2-TZVPD" spin_multiplicity=3 relative_energy_kcal_mol=33.5 s2=2.024 homo_energy_ev="-8.17 / -10.29" fmax_ev_per_a=4.0 gap_ev="7.469 / 6.529" molar_mass_g_mol=103.99
C 1.9813 -0.0080 0.2463 -3.25 -2.16 -1.08
N 2.8401 0.5995 0.6976 0.82 0.57 0.31
N -1.0624 -0.1042 -0.1600 1.08 -0.64 0.54
P -1.2179 1.5256 -0.2850 0.49 0.35 0.68
P 0.0837 -1.2072 -0.4994 1.43 0.24 1.67
H -2.5044 1.3333 -0.7029 -1.20 0.39 -0.96
H -0.1205 -2.1390 0.7034 0.63 1.25 -1.16

=====

13.
7
Properties=species:S:1:pos:R:3:forces:R:3 method="wB97M-V/def2-TZVPD" spin_multiplicity=1 relative_energy_kcal_mol=81.3 homo_energy_ev=-10.42 smiles="C1N=NN=N1" fmax_ev_per_a=3.9 gap_ev=9.935 molar_mass_g_mol=70.05
C 0.4025 -0.5071 0.2729 0.71 0.82 -2.26
N 0.5435 0.4495 -0.9198 -1.46 -0.62 1.88
N -0.4795 1.1271 -0.9148 0.82 0.11 -0.46
N -1.3109 0.7732 0.2278 -2.79 1.10 0.77
N -0.9157 -0.1316 0.9423 3.25 -0.32 -2.11
H 0.4025 -1.4112 -0.3669 -0.16 -0.38 1.30
H 1.3576 -0.2999 0.7586 -0.38 -0.72 0.89

=====

14.
7
Properties=species:S:1:pos:R:3:forces:R:3 method="wB97M-V/def2-TZVPD" spin_multiplicity=1 relative_energy_kcal_mol=19.2 homo_energy_ev=-9.79 smiles="N=C=N.N#N" fmax_ev_per_a=6.0 gap_ev=10.873 molar_mass_g_mol=70.05
N 1.7978 0.4891 0.7649 0.53 1.00 1.42
C 1.0732 -0.1059 0.0424 2.33 2.23 1.30
N 0.1244 -0.4432 -0.5140 -4.29 -2.90 -3.06
H 2.6882 0.6075 1.1227 1.52 -0.32 0.20
H -0.4821 -0.2858 -1.2914 0.65 0.00 0.00
N -2.7603 0.3510 0.1654 0.87 -2.92 -1.33
N -2.4412 -0.6126 -0.2898 -1.60 2.91 1.47

=====

15.
8
Properties=species:S:1:pos:R:3:forces:R:3 method="wB97M-V/def2-TZVPD" spin_multiplicity=1 relative_energy_kcal_mol=94.1 homo_energy_ev=-10.10 fmax_ev_per_a=5.9 gap_ev=9.656 molar_mass_g_mol=86.05
C -0.0729 -0.2332 -0.1264 -0.56 -2.35 3.26
H -2.3669 0.7355 -0.3302 5.25 -2.49 -1.10
H -0.7802 1.1703 -1.1529 -0.15 -0.04 -0.58
N -1.1302 0.2863 -0.8047 -4.57 2.28 0.43
N 1.1866 0.2675 -0.4130 0.22 -0.37 2.04
N 1.9268 -0.1278 0.5379 0.63 -0.08 -0.27
N -0.0706 -1.1524 0.8800 1.34 2.84 -0.92
O 1.3074 -0.9462 1.4093 -2.16 0.20 -2.85

=====

16.
8
Properties=species:S:1:pos:R:3:forces:R:3 method="wB97M-V/def2-TZVPD" spin_multiplicity=1 relative_energy_kcal_mol=50.0 homo_energy_ev=-9.51 smiles="O=c1nn[nH][nH]1" fmax_ev_per_a=6.5 gap_ev=9.423 molar_mass_g_mol=86.05
O -1.4000 0.6653 -1.8016 4.53 -0.27 4.26
C -0.6076 0.5533 -0.7909 -3.42 -2.26 -2.06
N -0.9280 1.1010 0.5443 0.63 -0.36 -0.69
N -0.2239 0.5835 1.4598 1.46 -1.10 -3.07
N 0.7455 -0.2170 0.8190 0.62 -1.72 1.62
N 0.4492 -0.4415 -0.5106 -3.40 5.39 1.23
H 1.1836 -1.0483 1.3020 -1.05 1.62 -0.32
H 0.7813 -1.1962 -1.0219 0.63 -1.29 -0.96

=====

17.
8
Properties=species:S:1:pos:R:3:forces:R:3 method="wB97M-V/def2-TZVPD" spin_multiplicity=1 relative_energy_kcal_mol=85.4 homo_energy_ev=-10.43 smiles="[H]/N=c1/nn[nH]o1" fmax_ev_per_a=5.0 gap_ev=10.383 molar_mass_g_mol=86.05
H -2.4295 -0.6917 -0.1120 1.70 2.04 -0.75
N -1.8560 0.2323 -0.2314 -3.76 -2.36 1.44
C -0.6664 0.1726 0.0566 1.89 -1.12 -1.82
N 0.1464 1.3178 0.0340 -0.88 0.49 0.49
N 1.2849 0.9606 -0.1184 3.94 2.12 -1.05
N 1.4942 -0.3986 -0.3529 -0.47 -0.28 5.00
O 0.2456 -0.8959 0.0489 -4.29 -1.73 -0.57
H 1.7807 -0.6971 0.6753 1.87 0.85 -2.75

=====

18.
8
Properties=species:S:1:pos:R:3:forces:R:3 method="wB97M-V/def2-TZVPD" spin_multiplicity=1 relative_energy_kcal_mol=86.4 homo_energy_ev=-10.59 smiles=On1cnnn1 fmax_ev_per_a=5.5 gap_ev=10.613 molar_mass_g_mol=86.05
O -1.2437 0.8313 1.3857 1.77 1.80 -2.66
N -0.3131 0.4851 0.3288 3.22 -3.58 2.63
C 0.7948 -0.3750 0.5785 1.65 1.23 4.84
N 1.1315 -0.9743 -0.4881 3.66 -1.04 1.71
N 0.3957 -0.5370 -1.4207 -3.86 0.89 -2.15
N -0.5396 0.1925 -0.9024 -3.44 2.22 -3.49
H -1.0999 1.8324 1.3643 -0.67 -1.69 0.36
H 1.5593 -0.3960 1.4563 -2.33 0.17 -1.24

=====

19.
8
Properties=species:S:1:pos:R:3:forces:R:3 method="wB97M-V/def2-TZVPD" spin_multiplicity=1 relative_energy_kcal_mol=10.2 homo_energy_ev=-9.87 smiles="O=c1[nH]nn[nH]1" fmax_ev_per_a=5.5 gap_ev=10.689 molar_mass_g_mol=86.05
O -1.9454 0.0293 0.0651 -2.72 0.26 -0.23
C -0.7704 0.0037 -0.0393 1.13 3.63 0.51
N 0.1686 1.0904 -0.0481 0.33 -1.44 -0.03
N 1.4747 0.5755 0.0326 -2.06 -1.53 0.23
N 1.3466 -0.7195 0.0594 0.82 2.73 -0.52
N 0.0421 -1.0139 -0.0482 1.43 -5.30 0.00
H -0.0786 2.0815 0.0324 0.55 -0.78 -0.05
H -0.2375 -2.0470 -0.0540 0.52 2.43 0.10

=====

20.
9
Properties=species:S:1:pos:R:3:forces:R:3 method="wB97M-V/def2-TZVPD" spin_multiplicity=1 relative_energy_kcal_mol=75.2 homo_energy_ev=-9.16 smiles="O/N=c1/[nH]nno1" fmax_ev_per_a=2.3 gap_ev=9.850 molar_mass_g_mol=102.05
O 1.1699 1.5686 1.3424 -0.54 1.04 0.69
N 1.3282 0.5740 0.4379 1.44 -0.88 -0.78
C 0.2879 0.0132 0.0552 -1.39 -0.23 0.46
N 0.1372 -1.0762 -0.7533 1.26 -1.00 -1.60
N -1.1683 -1.2196 -1.0865 0.60 -0.40 -0.05
N -1.8546 -0.4712 -0.4057 -0.55 0.29 0.11
O -1.0081 0.3097 0.4219 0.33 0.28 0.03
H 0.2206 1.7650 1.3491 0.03 0.39 0.41
H 0.8872 -1.4637 -1.3610 -1.19 0.50 0.73